This record from the OMol25 dataset describes one molecule with the formula C3H2S3 in a non-equilibrium geometry. The level of theory is ωB97M-V/def2-TZVPD.

Properties
Net charge   0
Orbital gap (alpha / beta)   6.5 / 5.9 eV
E   -1309.97633 Ha
2S+1   1
Relative energy (zero: lowest compared OMol25 entry of this formula, charge and spin)   55.0 kcal/mol
HOMO energy (alpha / beta)   -7.61 / -7.44 eV

Geometry as XYZ:
```
8
C3H2S3 (ωB97M-V/def2-TZVPD)
S 1.855 1.046 -0.090
S -2.440 0.017 -0.021
S 1.715 -1.021 0.010
C 0.007 -1.206 -0.073
C 0.221 1.240 0.088
C -0.815 -0.074 -0.043
H -0.330 2.171 0.347
H -0.213 -2.173 -0.218
```

For reference, the natural (NBO) charges in units of e are: 0.40 -0.15 0.30 -0.40 -0.43 -0.22 0.27 0.24


This record from the OMol25 dataset describes a 3-piece molecular cluster, C26H32BrF2N2O6P overall in a non-equilibrium geometry. The level of theory is ωB97M-V/def2-TZVPD.

Properties
SMILES string   CCCOCc1c(P(O)Br)cc(CCF)c2c1C(=O)c1ccc(F)cc1C2=O.CNC(C)=O.CNC(C)=O
Net charge   0
Orbital gap   7.2 eV
E   -4685.24748 Ha
2S+1   1
HOMO energy   -8.89 eV

Geometry as XYZ:
```
70
C26H32BrF2N2O6P (ωB97M-V/def2-TZVPD)
Br 4.916 -4.519 -1.104
P 4.536 -2.252 -0.988
F -5.124 1.900 2.958
F 2.545 -5.354 3.210
O -0.624 -1.652 4.784
O 3.750 -1.823 -2.517
O 2.131 2.392 2.755
O 4.589 1.714 1.099
O -1.636 0.428 -0.527
O -4.264 0.621 -5.236
N -4.596 2.471 -6.461
N -3.804 0.088 -0.061
C 1.121 -5.598 2.873
C 1.262 1.424 2.451
C -0.390 1.640 2.598
C -3.640 1.830 2.866
C 1.701 -0.102 1.927
C 1.133 -2.939 2.105
C -2.815 3.115 2.260
C 5.852 0.141 2.681
C 3.209 -1.856 0.341
C 0.262 -4.208 2.690
C 2.903 -0.281 0.812
C -0.386 -0.988 3.651
C -3.040 -0.107 -2.392
C -2.763 0.156 -0.938
C 2.356 -3.113 0.977
C 5.918 1.007 4.078
C -5.188 -0.212 -0.339
C -2.315 1.574 -6.249
C -1.168 3.003 2.124
C -3.784 1.508 -5.939
C 5.895 1.070 1.311
C -1.271 0.365 3.227
C 0.826 -1.376 2.567
C -4.234 3.587 -7.302
C 3.747 0.976 0.145
C -2.905 0.423 3.382
H -0.481 3.869 1.672
H -3.504 -0.506 3.801
H -1.893 2.508 -5.869
H -5.792 0.638 -0.010
H -5.370 -0.400 -1.398
H -3.296 4.119 1.871
H 6.711 0.465 4.770
H 6.726 1.902 1.513
H -4.531 4.506 -6.791
H -2.111 -0.016 -2.963
H 2.546 -4.232 0.626
H -2.156 1.494 -7.328
H -5.570 2.357 -6.206
H -0.602 -4.458 1.905
H 6.294 2.111 3.952
H -3.536 0.278 0.897
H -3.754 0.625 -2.776
H 0.643 -6.158 3.809
H -5.466 -1.095 0.242
H 0.968 -6.326 1.943
H -3.426 -1.122 -2.521
H 4.355 0.630 -0.794
H 4.877 0.947 4.647
H 4.944 -0.600 2.726
H 2.929 1.754 -0.243
H 6.849 -0.514 2.654
H 2.786 -2.142 -2.503
H -3.165 3.618 -7.516
H -4.792 3.501 -8.237
H -0.280 -4.004 3.707
H -1.802 0.739 -5.762
H 6.196 0.456 0.362
```

For reference, the natural (NBO) charges in units of e are: -0.25 1.03 -0.36 -0.38 -0.52 -0.96 -0.49 -0.54 -0.65 -0.64 -0.61 -0.63 0.03 0.52 -0.09 0.38 -0.08 0.04 -0.27 -0.44 -0.43 -0.50 0.03 0.53 -0.72 0.68 -0.18 -0.64 -0.41 -0.72 -0.16 0.68 -0.08 -0.07 -0.08 -0.41 -0.12 -0.27 0.27 0.28 0.23 0.20 0.22 0.26 0.21 0.20 0.20 0.24 0.26 0.23 0.40 0.24 0.22 0.41 0.24 0.19 0.19 0.19 0.23 0.21 0.22 0.22 0.23 0.20 0.49 0.21 0.20 0.27 0.25 0.18